i:
Density functional theory data (ωB97M-V/def2-TZVPD) for an isolated molecule of C5H10O.

```
16
Properties=species:S:1:pos:R:3:nbo_charge:R:1
C -2.139 0.192 -0.346 -0.283
O -1.533 -0.623 0.706 -0.532
C -0.126 -0.515 0.774 0.123
C 0.751 -0.980 -0.366 -0.452
C 1.740 0.067 -0.168 -0.433
C 0.590 0.930 0.527 -0.437
H -1.746 1.375 -0.408 0.171
H -3.248 0.184 -0.527 0.223
H -1.590 0.014 -1.358 0.163
H 0.318 -0.783 1.885 0.195
H 1.265 -2.011 -0.096 0.209
H -0.091 -0.986 -1.179 0.221
H 2.524 0.302 -0.933 0.223
H 2.368 -0.429 0.608 0.193
H 0.889 1.824 1.268 0.223
H 0.027 1.440 -0.388 0.192
```

## Properties
* charge: 0
* gap between HOMO and LUMO: 0.3874 Eh
* HOMO: -9.541 eV
* spin multiplicity: 1
* SMILES: COC1CCC1

=====

ii:
Density functional theory data (ωB97M-V/def2-TZVPD) for an isolated molecule of C5H10O.

```
16
Properties=species:S:1:pos:R:3:nbo_charge:R:1
C -0.217 -2.037 -0.072 -0.606
C 0.556 -0.722 -0.058 -0.305
C -0.031 0.360 -1.039 -0.021
C -0.286 2.343 -0.360 -0.449
O -0.613 1.037 0.434 -0.505
C 0.241 0.150 1.157 -0.068
H -0.061 -2.595 -1.000 0.214
H 0.108 -2.667 0.767 0.215
H -1.289 -1.849 0.043 0.209
H 1.624 -0.899 -0.209 0.203
H 0.718 0.754 -1.746 0.218
H -0.944 0.097 -1.546 0.212
H -1.129 2.934 0.029 0.159
H 0.639 2.776 0.055 0.139
H 1.127 0.580 1.643 0.190
H -0.443 -0.264 1.900 0.196
```

## Properties
* charge: 0
* gap between HOMO and LUMO: 0.2829 Eh
* HOMO: -6.819 eV
* spin multiplicity: 1

=====

It is i that is the most stable of them.

=====

i:
Density functional theory data (ωB97M-V/def2-TZVPD) for a cluster of 3 separate species, C8H18O2 in total.

```
28
Properties=species:S:1:pos:R:3:nbo_charge:R:1
C 0.673 0.455 -0.583 0.244
C -0.940 -0.243 0.867 0.111
C -0.042 -0.608 -1.134 -0.162
C 0.345 1.863 -0.974 -0.683
C 2.008 0.207 0.034 -0.705
C -0.557 0.804 1.902 -0.662
C -2.361 -0.018 0.384 -0.670
C -0.720 -1.639 1.418 -0.671
O 1.084 -0.454 -2.782 -0.539
O 2.120 -1.472 -2.601 -0.542
H 2.760 -1.193 -3.269 0.455
H -0.943 -0.429 -1.700 0.226
H 0.266 -1.625 -0.944 0.234
H 1.978 -0.546 0.822 0.224
H -0.685 1.972 -1.311 0.219
H 0.546 2.565 -0.161 0.215
H 0.994 2.134 -1.811 0.266
H 2.674 -0.213 -0.730 0.285
H 2.469 1.113 0.430 0.215
H -1.189 0.676 2.792 0.210
H -0.716 1.823 1.545 0.213
H 0.478 0.708 2.235 0.215
H -2.706 -0.811 -0.281 0.215
H -3.048 0.002 1.241 0.218
H -2.468 0.939 -0.132 0.216
H -1.069 -2.418 0.738 0.216
H 0.330 -1.828 1.651 0.217
H -1.282 -1.762 2.354 0.219
```

## Properties
* charge: 0
* gap between HOMO and LUMO: 0.2844 Eh
* HOMO: -7.194 eV
* spin multiplicity: 1

=====

ii:
Density functional theory data (ωB97M-V/def2-TZVPD) for an isolated molecule of C8H18O2.

```
28
Properties=species:S:1:pos:R:3:nbo_charge:R:1
C -3.214 0.552 -0.175 -0.608
C -2.036 -0.408 -0.257 -0.196
C -2.182 -1.525 0.766 -0.631
C -0.640 0.506 -0.110 -0.440
C 0.576 -0.361 -0.092 0.524
O 0.459 -1.396 -1.018 -0.731
O 0.905 -0.844 1.172 -0.742
C 1.853 0.682 -0.528 -0.220
C 3.119 -0.156 -0.658 -0.631
C 2.041 1.785 0.501 -0.623
H -3.137 1.335 -0.928 0.207
H -3.251 1.027 0.807 0.198
H -4.160 0.031 -0.325 0.206
H -1.984 -0.847 -1.256 0.208
H -3.170 -1.985 0.695 0.216
H -2.069 -1.141 1.781 0.199
H -1.463 -2.323 0.585 0.210
H -0.638 1.169 -0.972 0.216
H -0.721 1.059 0.823 0.218
H 1.274 -1.912 -0.994 0.479
H 0.221 -1.457 1.464 0.481
H 1.598 1.107 -1.503 0.196
H 3.988 0.484 -0.821 0.213
H 3.283 -0.724 0.258 0.218
H 3.062 -0.841 -1.504 0.199
H 2.158 1.347 1.491 0.220
H 2.935 2.370 0.282 0.207
H 1.193 2.467 0.519 0.208
```

## Properties
* charge: 0
* gap between HOMO and LUMO: 0.3780 Eh
* HOMO: -9.446 eV
* spin multiplicity: 1
* SMILES: CC(C)CC(O)(O)C(C)C

=====

It is ii that is the most stable of them.

=====

i:
Density functional theory data (ωB97M-V/def2-TZVPD) for an isolated molecule of C3H3FN2O.

```
10
Properties=species:S:1:pos:R:3:nbo_charge:R:1
N 1.734 -0.608 -0.135 -0.802
C 0.428 -0.137 -0.062 0.263
C -0.068 1.132 -0.051 -0.075
O -1.450 1.013 -0.045 -0.413
C -1.659 -0.286 -0.052 0.843
F -2.914 -0.671 -0.041 -0.275
N -0.624 -1.049 -0.062 -0.531
H 2.403 0.024 0.297 0.381
H 1.824 -1.558 0.216 0.392
H 0.326 2.140 -0.066 0.216
```

## Properties
* charge: 0
* gap between HOMO and LUMO: 0.3488 Eh
* HOMO: -8.565 eV
* spin multiplicity: 1
* SMILES: Nc1coc(F)n1

=====

ii:
Density functional theory data (ωB97M-V/def2-TZVPD) for an isolated molecule of C3H3FN2O.

```
10
Properties=species:S:1:pos:R:3:nbo_charge:R:1
O 1.249 -0.137 1.825 -0.663
C 0.551 0.035 0.689 0.634
N 0.694 1.019 -0.156 -0.556
C -0.242 0.741 -1.109 0.492
F -0.389 1.539 -2.158 -0.301
C -0.943 -0.394 -0.855 -0.225
N -0.407 -0.848 0.351 -0.544
H 1.887 0.612 1.878 0.507
H -1.746 -0.911 -1.366 0.228
H -0.654 -1.655 0.903 0.427
```

## Properties
* charge: 0
* gap between HOMO and LUMO: 0.3375 Eh
* HOMO: -8.495 eV
* spin multiplicity: 1
* SMILES: Oc1nc(F)c[nH]1

=====

It is ii that is the most stable of them.

=====

i:
Density functional theory data (ωB97M-V/def2-TZVPD) for an isolated molecule of H3NO2S2.

```
8
Properties=species:S:1:pos:R:3:nbo_charge:R:1
N -0.835 0.598 1.141 -1.019
O -0.124 -1.306 -0.325 -0.899
O 1.347 0.656 -0.268 -0.943
S 0.031 -1.522 -2.052 0.288
S 0.631 -0.129 0.671 1.670
H -0.878 0.460 2.170 0.388
H -0.782 1.542 0.880 0.389
H 0.609 -0.299 -2.217 0.126
```

## Properties
* charge: 0
* gap between HOMO and LUMO: 0.3316 Eh
* HOMO: -8.899 eV
* spin multiplicity: 1

=====

ii:
Density functional theory data (ωB97M-V/def2-TZVPD) for an isolated molecule of H3NO2S2.

```
8
Properties=species:S:1:pos:R:3:nbo_charge:R:1
N 0.547 -0.235 0.346 -0.491
O -0.842 -0.800 0.386 -0.585
S -1.953 0.294 -0.172 1.564
O -1.629 1.610 0.343 -0.926
S -3.650 -0.432 0.020 -0.334
H 0.441 0.720 0.659 0.354
H 0.999 -0.597 1.224 0.358
H -1.682 0.410 -1.713 0.061
```

## Properties
* charge: 0
* gap between HOMO and LUMO: 0.3762 Eh
* HOMO: -10.131 eV
* spin multiplicity: 1
* SMILES: NO[S@H](=O)=S

=====

It is i that is the most stable of them.

=====

i:
Density functional theory data (ωB97M-V/def2-TZVPD) for a cluster of 3 separate species, C2H11N2O2 in total.

```
17
Properties=species:S:1:pos:R:3:nbo_charge:R:1
C -0.629 -1.213 -0.307 0.070
C -0.751 -0.787 -1.591 -0.256
N -1.937 -1.367 -2.336 -0.688
N 0.269 -0.763 0.562 -0.754
H -1.412 -1.871 0.059 0.200
H -0.392 0.091 -2.100 0.237
H -2.351 -2.185 -1.898 0.450
H -2.690 -0.683 -2.146 0.424
H -1.809 -1.213 -3.336 0.457
H 0.929 -0.017 0.390 0.438
H 0.285 -1.078 1.514 0.410
H 0.983 1.841 1.137 0.486
H 1.260 2.840 0.020 0.491
O 1.200 1.898 0.208 -0.967
H 2.088 2.220 3.317 0.476
H 2.797 0.956 3.561 0.486
O 2.161 1.330 2.945 -0.959
```

## Properties
* charge: +1
* gap between HOMO and LUMO: 0.3378 Eh
* HOMO: -12.494 eV
* spin multiplicity: 1

=====

ii:
Density functional theory data (ωB97M-V/def2-TZVPD) for a cluster of 3 separate species, C2H11N2O2 in total.

```
17
Properties=species:S:1:pos:R:3:nbo_charge:R:1
C 1.667 -0.884 -1.395 -0.436
N 0.587 -0.017 -0.980 -0.508
C -0.001 0.790 -1.830 0.391
N -0.790 1.745 -1.354 -0.725
H 2.120 -0.598 -2.346 0.227
H 1.403 -1.933 -1.542 0.225
H 2.390 -0.992 -0.570 0.240
H 0.267 0.084 -0.021 0.456
H 0.364 0.794 -2.850 0.228
H -1.146 1.792 -0.409 0.450
H -1.124 2.409 -2.031 0.425
H -2.039 -2.071 2.589 0.503
H -0.813 -1.733 3.514 0.497
O -1.486 -1.363 2.942 -0.961
H 0.006 1.195 2.421 0.492
H -0.946 0.034 2.176 0.515
O -0.458 0.750 1.685 -1.020
```

## Properties
* charge: +1
* gap between HOMO and LUMO: 0.4177 Eh
* HOMO: -14.552 eV
* spin multiplicity: 1

=====

iii:
Density functional theory data (ωB97M-V/def2-TZVPD) for a cluster of 3 separate species, C2H11N2O2 in total.

```
17
Properties=species:S:1:pos:R:3:nbo_charge:R:1
C 0.037 0.868 -0.663 -0.418
N -0.938 0.012 0.061 -0.488
C -0.684 -0.362 1.278 0.407
N -1.544 -0.806 2.201 -0.733
H -0.646 1.313 -1.392 0.244
H 0.692 0.318 -1.335 0.227
H 0.529 1.546 0.019 0.239
H -1.710 -0.427 -0.431 0.449
H 0.282 -0.087 1.693 0.219
H -2.460 -1.051 1.850 0.406
H -1.517 -0.431 3.122 0.438
H 3.246 1.957 -0.344 0.478
H 4.316 1.197 0.586 0.491
O 3.489 1.654 0.518 -0.968
H -0.276 -1.912 -2.212 0.479
H -1.674 -2.263 -2.638 0.494
O -1.142 -1.527 -2.313 -0.964
```

## Properties
* charge: +1
* gap between HOMO and LUMO: 0.3956 Eh
* HOMO: -14.540 eV
* spin multiplicity: 1

=====

It is ii that is the most stable of them.

=====

i:
Density functional theory data (ωB97M-V/def2-TZVPD) for a cluster of 2 separate species, C2H3F2N in total.

```
8
Properties=species:S:1:pos:R:3:nbo_charge:R:1
C -0.550 0.212 -0.404 0.361
C 0.650 0.294 0.422 0.271
N 0.110 -0.983 0.048 -0.650
F -1.664 0.683 0.168 -0.344
F 1.812 0.474 -0.153 -0.324
H -0.692 0.375 -1.969 0.115
H 0.742 0.643 1.381 0.173
H -0.410 -1.698 0.505 0.397
```

## Properties
* charge: 0
* gap between HOMO and LUMO: 0.4133 Eh
* HOMO: -10.292 eV
* spin multiplicity: 1

=====

ii:
Density functional theory data (ωB97M-V/def2-TZVPD) for a cluster of 2 separate species, C2H3F2N in total.

```
8
Properties=species:S:1:pos:R:3:nbo_charge:R:1
C 0.234 0.050 0.706 -0.045
C 0.819 0.056 -1.515 0.398
N 1.004 -0.091 -0.277 -0.124
F 1.850 0.579 -2.352 -0.319
F 2.550 -0.543 0.441 -0.533
H -0.705 0.674 0.458 0.210
H 0.347 -0.642 1.534 0.226
H -0.042 -0.463 -1.997 0.188
```

## Properties
* charge: 0
* gap between HOMO and LUMO (spin up / spin down): 0.3129 / 0.3131 Eh
* HOMO (spin up / spin down): -9.257 / -9.267 eV
* spin multiplicity: 1

=====

It is i that is the most stable of them.

=====

i:
Density functional theory data (ωB97M-V/def2-TZVPD) for the ion C3H7N2 with charge +1.

```
12
Properties=species:S:1:pos:R:3:nbo_charge:R:1
C 0.560 -1.040 0.020 -0.063
N 1.165 0.359 -0.045 -0.589
C -0.205 0.867 0.507 0.032
C -1.476 0.118 -0.346 -0.202
N -0.691 -0.553 0.635 -0.364
H 1.018 -1.591 0.883 0.246
H 0.473 -1.588 -0.928 0.244
H 1.785 0.484 0.885 0.495
H 1.321 0.622 -1.036 0.469
H -0.161 1.800 1.018 0.254
H -2.539 0.461 -0.174 0.271
H -1.248 0.060 -1.417 0.206
```

## Properties
* charge: +1
* gap between HOMO and LUMO: 0.3809 Eh
* HOMO: -14.387 eV
* spin multiplicity: 1
* SMILES: C1[NH2+][C@H]2CN12

=====

ii:
Density functional theory data (ωB97M-V/def2-TZVPD) for a cluster of 2 separate species, C3H7N2 in total.

```
12
Properties=species:S:1:pos:R:3:nbo_charge:R:1
C -0.240 -1.985 1.437 -0.453
C -0.109 -1.358 0.312 0.267
C 0.070 0.905 -1.784 -0.119
N 0.334 1.677 0.422 -0.612
N 0.287 0.823 -0.554 -0.158
H -0.411 -2.982 1.125 0.322
H -0.319 -1.293 -0.713 0.235
H -0.051 -0.012 -2.352 0.211
H -0.190 1.907 -2.130 0.212
H -0.209 -1.645 2.443 0.300
H 0.877 1.368 1.235 0.389
H -0.039 2.593 0.559 0.407
```

## Properties
* charge: +1
* gap between HOMO and LUMO (spin up / spin down): 0.2771 / 0.2772 Eh
* HOMO (spin up / spin down): -13.748 / -13.749 eV
* spin multiplicity: 1

=====

iii:
Density functional theory data (ωB97M-V/def2-TZVPD) for a structure of composition C3H7N2.

```
12
Properties=species:S:1:pos:R:3:nbo_charge:R:1
C 0.732 0.763 0.063 -0.256
C -0.668 0.767 -0.426 -0.083
C -0.891 -0.649 -0.506 0.222
N -1.482 0.020 0.533 -0.523
N 0.986 -0.729 0.092 -0.683
H 1.562 1.105 -0.562 0.249
H 0.886 1.196 1.151 0.244
H -0.991 1.499 -1.185 0.267
H -1.363 -1.503 -0.991 0.278
H -1.537 -0.231 1.471 0.433
H 1.560 -1.121 -0.664 0.427
H 1.207 -1.118 1.023 0.425
```

## Properties
* charge: +1
* gap between HOMO and LUMO: 0.4200 Eh
* HOMO: -15.657 eV
* spin multiplicity: 1

=====

It is iii that is the most stable of them.

=====

i:
Density functional theory data (ωB97M-V/def2-TZVPD) for a cluster of 2 separate species, C3H7N2 in total.

```
12
Properties=species:S:1:pos:R:3:nbo_charge:R:1
C -1.005 1.045 0.707 0.439
C -2.169 1.615 1.326 -0.741
C 2.157 -1.335 -0.771 -0.461
N -0.086 0.429 0.376 -0.406
N 0.870 -1.651 -0.490 -0.062
H -2.816 2.221 0.742 0.283
H -2.721 0.763 1.786 0.281
H -1.797 2.212 2.161 0.281
H 2.841 -0.769 0.025 0.318
H 2.482 -2.484 -0.562 0.395
H 2.313 -0.968 -1.808 0.268
H 0.492 -2.066 0.354 0.406
```

## Properties
* charge: +1
* gap between HOMO and LUMO: 0.3009 Eh
* HOMO: -16.090 eV
* spin multiplicity: 1

=====

ii:
Density functional theory data (ωB97M-V/def2-TZVPD) for a cluster of 2 separate species, C3H7N2 in total.

```
12
Properties=species:S:1:pos:R:3:nbo_charge:R:1
C -0.481 1.132 -0.223 -0.164
C -0.021 0.255 0.736 0.015
C -1.285 0.005 -0.006 0.301
N -2.382 -0.642 -0.125 -0.719
N 2.147 -0.341 -0.155 -1.075
H -0.326 2.104 -0.801 0.288
H 0.506 0.220 1.645 0.264
H -2.885 -0.509 -1.016 0.451
H -2.421 -1.477 0.534 0.451
H 2.590 0.051 0.723 0.388
H 1.986 0.431 -0.821 0.384
H 2.571 -1.229 -0.494 0.416
```

## Properties
* charge: +1
* gap between HOMO and LUMO (spin up / spin down): 0.3740 / 0.3741 Eh
* HOMO (spin up / spin down): -13.881 / -13.881 eV
* spin multiplicity: 1

=====

iii:
Density functional theory data (ωB97M-V/def2-TZVPD) for a structure of composition C3H7N2.

```
12
Properties=species:S:1:pos:R:3:nbo_charge:R:1
C -1.355 -0.120 0.459 -0.270
C 0.643 1.002 -0.040 -0.051
C -0.390 -0.686 -0.485 0.062
N -0.709 0.730 -0.528 -0.344
N 1.012 -0.461 -0.046 -0.540
H -2.401 -0.291 0.250 0.267
H -1.110 -0.024 1.510 0.220
H 1.222 1.576 -0.765 0.246
H 0.697 1.476 0.944 0.231
H -0.609 -1.602 -1.372 0.274
H 1.704 -0.698 -0.764 0.454
H 1.297 -0.902 0.839 0.449
```

## Properties
* charge: +1
* gap between HOMO and LUMO: 0.4190 Eh
* HOMO: -15.153 eV
* spin multiplicity: 1

=====

It is ii that is the most stable of them.